[1]
Molecular formula: C14H32Co2F6N3O10S2
Method: DFT, ωB97M-V/def2-TZVPD

Properties
**Orbital gap (alpha / beta)**: 9.96 / 10.08 eV
**E**: -5630.1421 Ha
**HOMO energy (alpha / beta)**: -12.0 / -12.3 eV
**Spin multiplicity**: 7
**LUMO (alpha / beta)**: -2.00 / -2.18 eV
**Strongest force on any atom**: 3.6 eV Å⁻¹
**Total charge**: +1

```
69
C14H32Co2F6N3O10S2, DFT ωB97M-V/def2-TZVPD
Co -0.849 0.813 0.856
Co -0.701 -1.218 -1.505
O -1.127 0.632 -1.291
H -1.287 1.352 -1.880
O -0.652 -1.242 0.345
H 0.163 -1.559 0.860
C 3.331 -1.072 0.374
F 2.459 -1.289 -0.721
F 3.565 -2.291 0.813
F 4.364 -0.458 -0.178
S 2.412 -0.358 1.759
O 1.571 -1.421 2.157
O 3.384 0.038 2.682
N 1.432 0.819 1.193
S 1.462 2.388 1.169
O 0.086 2.669 0.720
O 2.012 3.051 2.306
C 2.575 2.861 -0.275
F 2.347 4.142 -0.548
F 3.879 2.636 -0.003
F 2.213 2.186 -1.354
C -3.080 -3.631 -1.573
O -1.847 -3.155 -2.144
C -1.721 -3.257 -3.579
C -0.270 -2.945 -3.925
N 0.105 -1.590 -3.479
C 1.546 -1.462 -3.725
C 1.860 0.022 -4.039
O 0.809 0.511 -4.845
C 1.177 1.329 -5.952
H -3.017 -3.473 -0.527
H -3.312 -4.622 -1.887
H -3.860 -3.004 -2.024
H -2.336 -2.480 -4.010
H -1.958 -4.240 -3.951
H -0.113 -3.099 -5.010
H 0.360 -3.650 -3.380
H -0.377 -0.950 -4.067
H 1.647 -1.968 -4.622
H 2.102 -1.968 -2.926
H 2.840 0.145 -4.599
H 1.891 0.604 -3.088
H 0.294 1.463 -6.600
H 2.007 0.977 -6.611
H 1.265 2.363 -5.572
C 1.083 0.523 6.336
O 0.323 0.374 5.173
C -0.611 -0.685 5.114
C -0.858 -0.752 3.566
N -0.952 0.646 3.033
C -2.151 1.407 3.516
C -2.450 2.499 2.569
O -2.486 1.963 1.236
C -2.672 2.950 0.209
H 0.451 0.626 7.211
H 1.770 1.362 6.085
H 1.655 -0.373 6.450
H -1.464 -0.574 5.805
H -0.189 -1.605 5.394
H -1.750 -1.228 3.169
H 0.033 -1.177 3.067
H -0.073 1.097 3.412
H -2.055 1.835 4.508
H -3.010 0.735 3.538
H -1.638 3.226 2.611
H -3.399 3.007 2.744
H -3.575 3.528 0.456
H -2.775 2.324 -0.707
H -1.855 3.697 0.164
```


[2]
Molecular formula: C14H32F3NO12S3
Method: DFT, ωB97M-V/def2-TZVPD

Properties
**Orbital gap**: 10.53 eV
**E**: -3004.4158 Ha
**HOMO energy**: -10.1 eV
**LUMO**: 0.45 eV
**Strongest force on any atom**: 0.6 eV Å⁻¹
**Total charge**: 0

```
65
C14H32F3NO12S3, DFT ωB97M-V/def2-TZVPD
N 5.129 2.743 -0.196
C 3.864 2.906 -0.813
O 3.283 2.085 -1.474
O 3.389 4.142 -0.570
C 1.967 4.294 -0.716
C 1.232 3.570 0.415
O 0.501 2.424 0.044
C -0.628 2.701 -0.729
C -1.360 1.405 -1.011
F -1.967 0.887 0.066
F -0.557 0.468 -1.517
F -2.319 1.655 -1.934
H 5.010 2.294 0.706
H 5.675 2.127 -0.787
H 1.796 5.367 -0.657
H 1.662 3.942 -1.700
H 2.003 3.243 1.115
H 0.599 4.275 0.967
H -1.323 3.384 -0.223
H -0.389 3.137 -1.706
C 6.112 4.995 3.336
C 6.401 3.635 3.934
O 5.547 3.320 5.064
S 4.052 2.897 4.750
C 3.652 2.250 6.334
O 4.069 1.845 3.777
O 3.265 4.066 4.501
H 5.132 5.024 2.863
H 6.863 5.223 2.580
H 6.139 5.765 4.106
H 6.310 2.841 3.192
H 7.407 3.595 4.346
H 4.272 1.379 6.524
H 2.601 1.975 6.301
H 3.818 3.025 7.077
C -4.590 -0.512 -1.284
C -4.105 -1.814 -0.685
O -4.842 -2.210 0.501
S -6.269 -2.852 0.270
C -6.482 -3.525 1.880
O -6.147 -3.911 -0.690
O -7.242 -1.826 0.056
H -5.601 -0.614 -1.677
H -3.928 -0.219 -2.095
H -4.603 0.277 -0.533
H -4.142 -2.629 -1.406
H -3.073 -1.722 -0.355
H -5.727 -4.288 2.045
H -7.479 -3.957 1.910
H -6.395 -2.720 2.605
C 0.739 -5.214 -3.858
C -0.392 -5.633 -4.773
O -1.657 -5.761 -4.080
S -2.423 -4.419 -3.711
C -3.975 -5.143 -3.309
O -2.541 -3.620 -4.892
O -1.850 -3.852 -2.528
H 0.601 -4.198 -3.490
H 1.681 -5.258 -4.404
H 0.799 -5.878 -2.996
H -0.516 -4.941 -5.607
H -0.213 -6.624 -5.183
H -4.391 -5.597 -4.204
H -4.621 -4.344 -2.949
H -3.824 -5.880 -2.525
```


Number 2 is which compound? C14H32F3NO12S3